# 1
The following is a DFT calculation (the ωB97M-V functional and the def2-TZVPD basis) of a cluster of 11 separate species, C12H48N2O11 in total.

- HOMO (alpha / beta): -11.772 / -11.772 eV
- Spin multiplicity: 2
- Total charge: +1
- Orbital gap (alpha / beta): 8.5 / 4.5 eV
- Electronic energy: -38713.5304 eV

```
73
C12H48N2O11 | OMol25 | the ωB97M-V functional and the def2-TZVPD basis
O -0.223 0.037 1.105
H -1.067 -0.311 1.401
H 0.261 0.614 1.700
H 0.308 -0.721 0.848
O -0.718 -3.610 1.956
H -1.388 -2.925 1.918
H 0.018 -3.340 1.401
H -1.018 -4.486 1.701
C -3.874 -1.914 0.090
C -3.620 -1.332 1.475
O -2.284 -1.454 1.895
H -3.483 -2.928 0.014
H -3.314 -1.406 -0.694
H -4.939 -1.968 -0.136
H -4.318 -1.702 2.226
H -3.976 -0.303 1.518
C 2.202 -3.275 -1.377
C 0.978 -2.635 -0.768
O 1.126 -2.347 0.581
H 1.910 -3.374 -2.422
H 2.330 -4.282 -0.979
H 3.104 -2.672 -1.271
H 0.096 -3.248 -0.955
H 0.924 -1.650 -1.233
C 6.649 -1.262 -1.441
C 5.904 0.028 -1.453
C 5.675 0.625 0.000
O 4.626 -0.027 0.694
C 3.341 0.553 0.463
N 6.467 1.023 -2.313
H 6.094 -1.885 -0.739
H 7.710 -1.363 -1.213
H 6.468 -1.767 -2.390
H 4.897 -0.142 -1.833
H 5.572 1.710 0.026
H 6.592 0.502 0.576
H 2.923 0.345 -0.522
H 3.469 1.624 0.623
H 2.632 0.216 1.219
H 5.793 1.775 -2.331
H 6.372 0.642 -3.244
C -1.409 1.114 -2.507
C -2.782 1.871 -2.461
C -3.814 1.142 -1.619
O -5.042 1.830 -1.664
C -5.845 1.802 -0.437
N -2.653 3.156 -1.808
H -1.068 1.056 -1.474
H -0.676 1.658 -3.103
H -1.445 0.098 -2.899
H -3.145 1.986 -3.483
H -3.391 1.047 -0.619
H -3.960 0.108 -1.933
H -5.227 2.081 0.416
H -6.341 0.847 -0.262
H -6.625 2.553 -0.559
H -1.955 3.763 -2.214
H -3.476 3.736 -1.890
O 0.865 1.362 3.000
H 1.799 1.338 3.211
H 0.472 1.870 3.710
O 0.731 2.675 -0.200
H 1.134 3.540 -0.270
H 0.778 2.315 -1.085
O -2.345 1.131 3.363
H -2.315 1.729 2.616
H -2.414 0.261 2.971
O -1.875 -1.432 4.707
H -1.886 -1.235 3.771
H -1.535 -2.326 4.761
O -1.748 2.519 0.972
H -0.838 2.349 0.728
H -2.190 2.694 0.141
```

These are the Mulliken partial charges, in e, on atoms 1 to 5:
1. O 0.8540
2. H 0.0689
3. H 0.3629
4. H 0.0134
5. O -0.3343

=====

# 2
The following is a DFT calculation (the ωB97M-V functional and the def2-TZVPD basis) of a cluster of 19 separate species, C12H52NO21 in total.

- HOMO: -4.224 eV
- Total charge: -1
- Orbital gap: 5.7 eV
- Electronic energy: -57775.6348 eV

```
86
C12H52NO21 | OMol25 | the ωB97M-V functional and the def2-TZVPD basis
C -1.232 -3.042 0.605
C -1.620 -1.653 -0.091
C -0.917 -1.558 -1.521
N 0.513 -1.113 -1.425
C 0.611 0.354 -1.194
C 1.988 0.967 -1.633
O 3.072 0.747 -1.011
O 2.026 1.770 -2.658
O -3.071 -1.604 -0.100
C -3.581 -0.351 -0.572
C -3.189 0.881 0.324
C -3.529 0.803 1.738
C -3.133 1.920 2.594
C -2.416 3.026 1.990
C -2.094 3.117 0.560
C -2.486 1.998 -0.308
H -1.027 -2.793 1.685
H -0.365 -3.553 0.097
H -2.165 -3.681 0.635
H -1.136 -0.870 0.557
H -0.873 -2.549 -2.062
H -1.404 -0.850 -2.242
H 0.901 -1.541 -0.577
H -0.188 0.893 -1.768
H 0.479 0.618 -0.098
H -4.709 -0.425 -0.499
H -3.373 -0.142 -1.659
H -4.059 -0.103 2.129
H -3.370 1.843 3.678
H -2.082 3.874 2.655
H -1.538 3.974 0.121
H -2.277 1.943 -1.398
O -0.736 -4.850 -2.701
H -1.520 -5.306 -2.373
H -0.769 -4.988 -3.655
O -2.371 6.154 3.316
H -2.474 6.806 2.612
H -2.673 6.618 4.105
O -3.616 8.888 2.894
H -3.717 9.537 2.189
H -3.917 9.350 3.684
O -4.487 4.185 4.457
H -4.043 4.830 3.889
H -4.296 3.338 4.036
O 4.823 3.291 -1.770
H 4.305 2.542 -1.427
H 4.456 4.055 -1.312
O -3.613 -2.468 -3.079
H -4.006 -2.270 -2.218
H -3.621 -1.619 -3.540
O 1.770 -2.486 1.278
H 1.904 -3.185 0.625
H 2.650 -2.108 1.395
O 4.185 -3.820 0.208
H 4.328 -4.514 -0.441
H 5.052 -3.434 0.328
O -2.050 3.400 5.568
H -2.433 3.616 6.425
H -2.049 4.240 5.096
O 4.948 -1.323 0.778
H 5.712 -1.577 0.249
H 4.659 -0.483 0.382
O 6.641 -1.637 3.208
H 6.372 -2.324 3.830
H 5.944 -1.641 2.535
O 7.482 -4.230 4.797
H 7.631 -4.923 4.145
H 8.351 -3.830 4.917
O -5.152 -3.644 -5.209
H -5.590 -4.288 -4.643
H -4.440 -3.290 -4.653
O 6.291 -4.662 -1.053
H 6.705 -3.996 -1.615
H 6.521 -5.498 -1.474
O -4.932 0.613 -4.213
H -5.881 0.622 -4.044
H -4.853 0.193 -5.079
O -2.267 2.221 -4.910
H -1.592 2.009 -4.251
H -3.021 1.669 -4.667
O 1.188 -5.202 -0.408
H 0.903 -5.883 0.211
H 0.490 -5.184 -1.073
O 7.741 4.783 -2.264
H 8.363 4.530 -1.574
H 6.947 4.267 -2.064
```

These are the Mulliken partial charges, in e, on atoms 1 to 5:
1. C -0.7902
2. C 1.0875
3. C -0.3448
4. N -0.2841
5. C 0.7555

=====

# 3
The following is a DFT calculation (the ωB97M-V functional and the def2-TZVPD basis) of a structure of composition C12H6F2NS3Zr.

- HOMO: -11.901 eV
- Relative energy (zero: lowest compared OMol25 entry of this formula, charge and spin): 0.119 eV
- Total charge: +1
- Orbital gap: 7.0 eV
- Electronic energy: -53246.4994 eV

```
25
C12H6F2NS3Zr | OMol25 | the ωB97M-V functional and the def2-TZVPD basis
Zr -1.165 -0.026 -1.724
S -4.975 -0.117 -3.597
C -3.542 0.004 -2.882
S -3.403 -0.222 -1.085
S -2.059 0.422 -3.882
F 0.499 4.809 0.367
C 0.536 3.483 0.446
C -0.106 2.734 -0.531
C -0.063 1.350 -0.461
C 0.626 0.701 0.604
C 1.249 1.518 1.544
F 1.927 0.979 2.568
C 1.218 2.899 1.491
C 0.698 -0.772 0.615
C 1.334 -1.570 1.561
C 1.341 -2.947 1.411
C 0.708 -3.541 0.328
C 0.079 -2.711 -0.568
N 0.080 -1.373 -0.441
H -0.623 3.274 -1.315
H 1.718 3.491 2.244
H 1.820 -1.104 2.399
H 1.848 -3.552 2.151
H 0.696 -4.610 0.185
H -0.441 -3.119 -1.429
```

These are the natural (NBO) partial charges, in e, on atoms 1 to 5:
1. Zr 1.8629
2. S 0.2246
3. C -0.6012
4. S -0.0652
5. S -0.1210

=====

# 4
The following is a DFT calculation (the ωB97M-V functional and the def2-TZVPD basis) of a structure of composition C12H6NO5Pr.

- HOMO (alpha / beta): -15.847 / -15.847 eV
- Relative energy (zero: lowest compared OMol25 entry of this formula, charge and spin): 0.279 eV
- Spin multiplicity: 3
- Total charge: +2
- Orbital gap (alpha / beta): 7.3 / 7.4 eV
- Electronic energy: -38318.0671 eV

```
25
C12H6NO5Pr | OMol25 | the ωB97M-V functional and the def2-TZVPD basis
O -0.909 3.145 -7.134
C -0.868 2.580 -6.149
Pr -0.431 1.415 -2.398
C -1.365 1.813 0.012
O -1.546 1.573 1.117
C -1.181 -0.918 -2.834
O -1.535 -2.007 -2.807
C 2.262 1.140 -3.400
O 3.316 0.717 -3.282
C -3.388 0.743 -2.815
O -4.363 0.162 -2.713
H -0.874 0.269 -4.097
N 0.579 -0.039 -0.728
C 0.830 -0.421 0.351
C 0.864 -0.713 1.758
C -0.279 -1.251 2.391
C -0.314 -1.382 3.779
C 0.832 -0.974 4.488
C 2.019 -0.516 3.891
C 2.020 -0.425 2.504
H -1.107 -1.625 1.791
H -1.207 -1.792 4.283
H 0.799 -1.034 5.569
H 2.924 -0.267 4.460
H 2.921 -0.191 1.964
```

These are the Mulliken partial charges, in e, on atoms 1 to 5:
1. O -0.0869
2. C 0.0898
3. Pr 1.0638
4. C 0.3005
5. O -0.0550